1.
The following is a quantum chemistry calculation of a molecular structure, C18H35NP2PbS2, from the OMol25 dataset.

Geometry (Å):
Pb -0.36 -0.89 -0.55
S -1.45 1.76 -0.98
S -1.29 -3.45 -1.12
C -3.27 1.82 -1.09
C -1.01 1.72 -2.76
C -1.54 0.52 -3.53
N -0.88 -0.72 -3.03
C -1.51 -1.95 -3.56
C -0.87 -3.16 -2.90
H 0.09 1.77 -2.82
H -1.43 2.64 -3.19
H -1.32 0.64 -4.60
H -2.62 0.40 -3.40
H -1.34 -2.01 -4.66
H -2.58 -1.90 -3.38
H 0.23 -3.09 -2.95
H -1.19 -4.07 -3.41
C -3.09 -3.13 -1.02
H 0.08 -0.69 -3.37
H -3.45 -2.23 -1.53
H -3.34 -3.06 0.05
H -3.60 -4.01 -1.43
H -3.66 1.86 -0.06
H -3.70 0.95 -1.61
H -3.55 2.75 -1.59
C 4.77 -0.29 -2.32
C 5.22 -0.26 -1.06
H 4.64 0.63 -2.90
H 4.58 -1.23 -2.84
H 5.50 0.67 -0.56
H 5.38 -1.17 -0.49
C -0.47 -1.98 3.56
P -0.78 -0.64 2.34
C -2.56 -0.25 2.41
C 0.01 0.85 3.07
C -0.45 1.45 4.25
C 0.19 2.60 4.75
C 1.19 3.23 4.00
C 1.60 2.69 2.77
C 1.07 1.47 2.33
P 1.55 0.73 0.73
C 2.58 1.88 -0.22
C 2.73 -0.63 1.04
H -0.87 -2.93 3.16
H -0.95 -1.74 4.52
H 0.61 -2.09 3.70
H -2.80 0.26 3.35
H -2.85 0.39 1.57
H -3.14 -1.19 2.35
H -1.29 1.02 4.80
H -0.13 3.02 5.71
H 1.65 4.15 4.36
H 2.31 3.22 2.14
H 3.49 2.11 0.35
H 2.89 1.40 -1.17
H 2.03 2.81 -0.45
H 3.59 -0.19 1.56
H 2.27 -1.42 1.65
H 3.06 -1.03 0.06

Calculated values
molar mass	598.77	g mol⁻¹
highest occupied orbital energy	-13.413	eV
LUMO	-6.63	eV
total charge	+2
gap between HOMO and LUMO	0.2493	Ha
DFT total energy	-66205.26422	eV
relative energy (zero: lowest compared OMol25 entry of this formula, charge and spin)	0.254	eV

=====

2.
The following is a quantum chemistry calculation of a molecular structure, C18H36As3F5N3O7S3ScTe, from the OMol25 dataset.

Geometry (Å):
Sc -0.28 0.62 0.25
O -2.27 0.21 4.30
S -2.25 0.55 2.93
O -3.04 1.84 2.65
O -0.95 0.77 2.30
C -3.22 -0.63 2.00
C -4.57 -0.33 1.90
C -5.42 -1.16 1.19
C -4.93 -2.28 0.55
C -3.58 -2.60 0.66
C -2.72 -1.78 1.39
S -1.03 -2.28 1.54
O -0.65 -2.06 2.90
O -0.95 -3.63 1.01
O -0.30 -1.35 0.61
H -4.95 0.57 2.36
H -6.47 -0.90 1.12
H -5.59 -2.93 -0.01
H -3.18 -3.50 0.22
N -0.90 -2.09 -2.40
N -0.17 -3.09 -1.77
C 1.10 -2.90 -1.34
N 1.51 -3.85 -0.47
S 2.12 -1.67 -1.81
H -1.63 -1.75 -1.77
H -1.33 -2.47 -3.23
H -0.70 -3.79 -1.26
H 0.83 -4.23 0.17
H 2.43 -3.69 -0.08
C 2.35 1.99 2.42
As 2.36 1.31 0.59
C 4.08 0.38 0.56
C 2.69 3.02 -0.32
C 2.65 3.13 -1.85
C 3.13 4.57 -2.14
C 1.24 3.04 -2.46
As 0.14 1.39 -2.40
C 0.72 0.52 -4.05
C -1.51 2.13 -3.15
C 3.63 2.10 -2.44
As 4.53 2.50 -4.17
C 3.82 1.07 -5.32
C 6.18 1.54 -3.71
H 1.49 2.65 2.54
H 3.27 2.54 2.61
H 2.26 1.16 3.12
H 4.87 1.10 0.76
H 4.24 -0.11 -0.40
H 4.07 -0.38 1.34
H 3.69 3.33 0.01
H 1.97 3.71 0.13
H 2.52 5.28 -1.58
H 3.05 4.81 -3.20
H 4.17 4.71 -1.84
H 1.32 3.26 -3.53
H 0.61 3.81 -2.01
H 0.66 1.25 -4.85
H 0.05 -0.32 -4.25
H 1.73 0.12 -3.96
H -1.25 2.90 -3.87
H -2.15 2.54 -2.38
H -2.03 1.32 -3.66
H 3.18 1.10 -2.48
H 4.48 2.02 -1.75
H 2.81 1.31 -5.66
H 3.81 0.11 -4.80
H 4.46 1.00 -6.19
H 6.73 2.11 -2.96
H 6.80 1.45 -4.60
H 5.96 0.55 -3.33
F -3.39 4.35 1.55
Te -2.52 2.81 0.92
F -4.31 2.46 0.38
F -2.22 3.88 -0.60
F -1.23 3.49 2.13
F -0.18 2.63 0.22
O -2.20 1.20 0.02

Calculated values
molar mass	995.01	g mol⁻¹
highest occupied orbital energy	-8.489	eV
LUMO	-1.51	eV
total charge	0
gap between HOMO and LUMO	0.2563	Ha
DFT total energy	-294659.39001	eV
relative energy (zero: lowest compared OMol25 entry of this formula, charge and spin)	0.000	eV

=====

3.
The following is a quantum chemistry calculation of a molecular structure, C18H36BeBr3Cl4CsF3KN5O10S, from the OMol25 dataset.

Geometry (Å):
N -1.41 -2.13 4.36
C -0.41 -1.54 3.66
N 0.43 -2.30 2.87
C 1.87 -2.22 3.29
C 2.29 -0.96 4.08
C 1.16 -0.02 4.50
C 1.55 1.48 4.44
C 1.77 1.97 3.02
C 0.54 2.21 2.15
F 0.81 3.31 1.34
Br -1.04 2.72 3.14
C 0.25 1.02 1.14
F 0.49 1.45 -0.10
F 1.08 0.00 1.34
Br -1.58 0.34 1.08
N -0.17 -0.28 3.75
H -1.42 -2.25 5.36
H -2.17 -2.52 3.84
H 0.31 -2.00 1.91
H 2.12 -3.13 3.81
H 2.43 -2.24 2.37
H 3.07 -0.49 3.52
H 2.81 -1.29 5.04
H 0.96 -0.20 5.55
H 2.56 1.55 5.00
H 0.90 2.11 5.03
H 2.50 1.35 2.55
H 2.24 2.95 3.10
H -0.89 0.19 4.28
C -2.82 -2.04 -1.40
N -2.82 -3.27 -0.56
O -3.79 -3.51 0.11
O -1.80 -3.98 -0.60
H -3.76 -1.52 -1.26
H -1.98 -1.43 -1.07
H -2.68 -2.34 -2.44
Br 3.72 0.29 6.12
Cs -1.54 -5.09 0.94
C 3.70 2.52 -1.01
O 4.22 1.22 -1.06
C 3.55 0.32 -1.95
C 4.32 0.27 -3.24
O 4.21 1.53 -3.86
C 5.32 2.39 -3.64
H 4.44 3.16 -0.52
H 3.51 2.92 -2.01
H 2.77 2.53 -0.43
H 2.51 0.61 -2.13
H 3.55 -0.66 -1.46
H 3.88 -0.47 -3.92
H 5.36 -0.02 -3.06
H 6.21 2.14 -4.21
H 5.57 2.40 -2.58
H 5.00 3.39 -3.92
O -5.80 -0.84 -1.55
C -6.58 -1.76 -1.34
C -7.96 -1.62 -2.57
O -8.77 -2.47 -2.24
H -7.11 -1.79 -0.37
H -6.23 -2.80 -1.50
H -7.41 -1.72 -3.52
H -8.24 -0.55 -2.49
C -2.19 0.57 -5.12
S -1.12 -0.63 -4.32
O -1.95 -1.82 -3.99
C -0.90 0.28 -2.79
H -2.48 0.17 -6.09
H -3.07 0.73 -4.51
H -1.64 1.50 -5.26
H -1.88 0.45 -2.33
H -0.40 1.23 -2.98
H -0.29 -0.33 -2.13
C -7.31 -4.29 2.03
Cl -6.51 -5.62 1.17
Cl -7.93 -4.88 3.56
Cl -6.15 -2.98 2.32
Cl -8.64 -3.69 1.04
K 2.19 5.04 0.74
N 7.11 5.17 -2.79
O 6.19 4.86 -1.96
O 7.52 4.34 -3.57
O 7.53 6.35 -2.75
Be 6.38 6.66 -0.91

Calculated values
molar mass	1134.11	g mol⁻¹
highest occupied orbital energy	-6.363	eV
LUMO	-5.15	eV
total charge	+1
gap between HOMO and LUMO	0.0447	Ha
DFT total energy	-343626.33577	eV

=====

4.
The following is a quantum chemistry calculation of a molecular structure, C18H36BrCl7FKLiN5O4, from the OMol25 dataset.

Geometry (Å):
C -2.32 0.66 -3.75
C -2.10 -0.83 -3.12
C -3.40 -1.32 -2.29
C -3.36 -0.94 -0.73
C -2.07 -1.49 0.07
C -1.54 -0.29 1.05
C -0.95 0.82 0.05
C 0.52 1.39 0.46
C 1.69 0.31 0.22
O 1.22 -0.89 -0.48
C 2.35 -1.63 -1.05
C 3.61 -1.64 -0.03
O 4.68 -0.71 -0.38
C 5.52 -1.45 -1.28
N 6.16 -2.06 -2.11
N 3.09 -1.41 1.38
C 4.18 -1.84 2.31
C 4.64 -0.81 3.44
F 3.71 -3.04 3.01
C 2.54 -0.03 1.58
N 1.58 -0.09 2.74
H -1.61 0.75 -4.67
H -3.43 0.74 -4.08
H -2.02 1.49 -3.00
H -2.01 -1.54 -4.04
H -1.11 -0.91 -2.56
H -3.56 -2.44 -2.47
H -4.31 -0.77 -2.75
H -3.51 0.19 -0.55
H -4.29 -1.46 -0.25
H -1.21 -1.82 -0.62
H -2.31 -2.43 0.72
H -2.43 0.04 1.69
H -0.77 -0.78 1.75
H -1.66 1.73 0.13
H -0.95 0.49 -1.05
H 0.70 2.25 -0.31
H 0.53 1.89 1.49
H 2.47 0.82 -0.50
H 2.01 -2.74 -1.14
H 2.62 -1.29 -2.11
H 4.06 -2.70 -0.07
H 2.29 -2.08 1.52
H 5.13 -2.19 1.75
H 5.54 -1.28 3.98
H 5.00 0.17 2.95
H 3.85 -0.55 4.23
H 3.31 0.81 1.64
H 1.69 -0.96 3.29
H 1.93 0.65 3.38
C 0.64 3.74 4.37
Cl 1.94 2.64 4.84
Cl -0.95 3.02 4.71
H 0.73 4.67 4.92
H 0.71 3.94 3.30
Br 2.64 2.30 -1.76
C -4.35 2.78 -2.27
O -3.47 2.33 -1.54
N -4.16 3.85 -3.07
N -5.60 2.24 -2.33
H -4.87 4.23 -3.67
H -3.22 4.31 -3.06
H -5.78 1.44 -1.75
H -6.33 2.59 -2.92
C 0.55 -5.19 1.37
Cl 2.16 -5.60 0.74
Cl -0.06 -6.52 2.36
Cl 0.67 -3.72 2.37
Cl -0.56 -4.89 0.01
O -0.51 3.07 -2.59
H -0.54 2.56 -1.78
Li -1.22 -2.42 -5.04
K -1.34 4.02 7.21
Cl -2.80 5.87 -3.86

Calculated values
molar mass	779.63	g mol⁻¹
highest occupied orbital energy	-3.658	eV
LUMO	-2.34	eV
total charge	0
gap between HOMO and LUMO	0.0486	Ha
DFT total energy	-211821.92628	eV

=====

- Which of these has the highest DFT total energy?
  C18H35NP2PbS2

=====

- What is the molar mass in the fourth record?
  779.63 g mol⁻¹

=====

- What is the molar mass in the first record?
  598.77 g mol⁻¹